Entry from the OMol25 dataset: a 2-piece molecular cluster, C32H39N3O3 overall at a distorted geometry (the ωB97M-V functional and the def2-TZVPD basis).

Calculated values
Largest force on an atom   3.45 eV Å⁻¹
LUMO energy   -1.92 eV
E_HOMO   -6.379 eV
Molecular weight   513.7 u

XYZ file:
```
77
Properties=species:S:1:pos:R:3:forces:R:3:mulliken_charge:R:1
H 5.105524 4.994130 6.882385 -0.016 -0.148 0.133 0.33
C -1.010538 -0.380744 7.350142 0.411 0.326 0.492 -0.58
O -0.157110 1.330647 3.646381 -1.190 1.023 0.129 -0.65
H -7.568740 0.634827 9.392157 -0.111 -0.099 -0.073 0.27
C -4.563812 0.509983 9.473079 -1.125 0.133 0.855 0.57
H 4.776387 6.117013 8.179103 0.057 -0.318 0.128 0.39
C 4.869187 2.188419 8.270120 1.333 0.669 0.237 0.50
H -1.385981 1.564193 9.140874 0.194 0.164 0.112 0.54
H -5.343139 1.062920 12.318704 0.050 0.066 0.088 0.27
C 3.817114 0.073525 7.789002 -0.079 0.520 -0.010 -1.31
C -4.659018 2.804200 11.224551 0.024 0.099 -0.190 -0.86
H -2.323852 0.945976 4.544270 -0.345 0.060 -0.227 0.20
H 8.224300 0.367157 9.176281 -0.200 0.188 -0.147 0.39
H 1.592419 2.610942 7.578874 -0.224 0.220 -0.101 0.61
H 3.873474 -0.995153 7.691790 0.093 -0.354 -0.068 0.48
H 3.154965 4.569391 9.205045 0.122 0.066 0.044 0.33
H -0.944463 -1.331120 6.849973 -0.005 -0.268 -0.324 0.38
H 6.931951 0.865800 10.240318 -0.066 0.098 -0.124 0.31
H 2.918254 -2.157359 3.665191 0.035 -0.092 0.003 0.31
C 3.630569 2.837760 8.074613 -0.434 0.055 -0.165 0.37
H 5.994947 -0.905890 8.880728 0.094 0.194 -0.031 0.42
H -3.839099 -1.084021 4.493203 -0.027 -0.072 0.100 0.14
N 0.956614 -0.641296 3.665139 -1.416 -2.499 0.308 -0.46
H -7.487105 -0.050689 11.007543 0.218 -0.066 -0.124 0.53
H -5.515142 -2.313348 7.901153 -0.095 0.191 0.135 0.42
H -2.628152 3.089166 10.477749 -0.219 -0.108 0.040 0.44
H -3.827938 -1.050579 2.738825 0.002 -0.015 -0.036 0.35
C -5.637385 1.649283 11.440814 0.280 -0.310 -0.372 -0.76
C 2.574021 0.698205 7.598917 -0.230 -0.236 -0.077 0.71
H -4.603635 0.252790 3.636816 0.129 0.165 0.007 0.37
H -7.691015 -1.835133 9.185498 0.174 0.265 0.012 0.39
H -5.049509 3.478308 10.452720 -0.008 -0.183 0.001 0.33
C 3.520709 4.331743 8.199844 0.017 0.385 0.087 -0.97
C 4.856436 5.045277 7.949326 -0.036 -0.089 -0.207 -0.87
C -3.290076 2.271204 10.790816 -0.055 0.216 0.346 -0.99
C -2.428329 0.310547 3.652426 -0.460 0.892 -0.070 -0.07
C 7.338440 2.289604 8.675401 -0.446 -0.057 -0.218 -0.76
C -3.386210 1.256871 9.688091 0.236 0.122 -0.027 0.05
O 2.514156 1.026591 3.605233 0.972 1.830 0.044 -0.68
H 7.975835 2.900494 9.326889 -0.255 -0.142 -0.020 0.53
H -6.280946 -2.028176 10.198299 0.047 0.168 -0.041 0.32
H -2.786118 1.798352 11.642556 -0.127 0.045 0.051 0.31
H 0.037030 1.373921 7.879418 -0.048 0.166 0.089 -0.12
C -4.575087 -0.486173 8.466363 0.001 -0.119 -0.048 0.73
C -6.951533 0.016946 10.053151 0.391 0.161 -0.228 -0.76
H 3.936677 -1.027290 2.768154 0.062 0.139 0.053 0.33
H -6.349962 -0.879147 7.360843 -0.070 0.029 0.123 0.32
C 0.139492 0.372265 7.506626 -0.374 -0.081 -0.327 -0.13
N -5.681686 0.733535 10.277214 0.504 -0.074 -0.325 -0.08
H 6.650336 -0.245529 7.405126 0.089 0.109 0.048 0.33
H 1.567667 -1.112269 7.017526 0.076 -0.332 -0.218 0.44
C -3.750485 -0.425790 3.629090 0.251 -0.413 -0.049 -1.14
H -2.305800 0.964796 2.776441 -0.335 -0.014 0.298 0.35
C 2.517686 2.096851 7.757196 0.532 -0.136 0.055 -0.89
C 5.974879 4.395077 8.764722 -0.301 -0.418 -0.004 -0.76
C -6.730534 -1.369828 9.444818 0.159 -0.114 0.059 -0.85
C -5.810427 -1.303671 8.216115 -0.389 -0.111 -0.080 -0.96
O -1.342103 -0.579042 3.656967 0.010 -0.894 0.130 -0.45
C 1.422386 -0.087573 7.308660 0.283 0.474 0.082 0.11
C -0.170559 0.116165 3.655866 3.395 0.593 -0.102 0.67
H -6.649012 2.020196 11.640553 0.156 -0.040 -0.227 0.54
C -2.242284 -0.019593 7.964184 -0.080 0.097 -0.159 0.83
H -3.433526 -1.514477 7.000351 -0.034 -0.305 -0.223 0.44
H 5.833944 4.596094 9.832783 -0.043 0.099 0.019 0.26
C 7.238667 0.851347 9.187365 -0.101 -0.011 0.159 -0.84
H -4.566333 3.417007 12.131800 -0.067 -0.306 -0.123 0.38
C 4.941257 0.782273 8.133948 -0.051 -0.195 0.110 0.65
N 6.011373 2.927815 8.578265 -0.566 -0.336 -0.108 -0.07
C 6.223018 0.039915 8.373107 0.466 -0.131 -0.031 -0.96
H 2.747794 4.700501 7.514027 0.223 -0.081 0.052 0.41
H 7.795120 2.314524 7.679281 0.093 -0.113 0.005 0.28
H 6.953809 4.811140 8.496488 -0.204 -0.192 -0.098 0.55
C 2.206811 -0.144692 3.639216 -1.408 0.411 0.002 0.71
C 3.313626 -1.143254 3.654831 0.211 -1.249 -0.018 -0.96
C -3.430902 -0.739520 7.744232 0.181 0.364 0.441 -1.15
C -2.274819 1.000746 8.930852 -0.443 -0.228 -0.070 -0.90
H 3.932260 -1.003428 4.541336 0.118 0.147 0.014 0.07
```
Positions in Å, forces in eV/Å.